# 1
DFT (the ωB97M-V functional and the def2-TZVPD basis) results for 4 unconnected molecules or ions with the total composition C5H16O3.

The geometry in XYZ format:
```
24
Properties=species:S:1:pos:R:3:forces:R:3
C -1.968 -0.480 1.284 0.6 0.4 0.0
C -0.619 -0.442 0.499 -2.0 -0.1 1.0
C -0.182 1.053 0.406 -0.6 1.9 0.0
C 0.806 1.078 -0.647 1.2 -1.2 1.4
C 0.851 1.596 -1.942 -1.5 0.7 -0.3
H -1.789 -0.056 2.270 -0.4 0.4 0.0
H -2.724 0.024 0.684 -0.2 0.2 0.5
H -2.316 -1.490 1.478 0.2 -0.3 -0.3
H 0.075 -0.996 1.121 0.5 -0.1 -0.8
H -0.921 -0.832 -0.464 0.9 -0.5 -0.4
H 0.214 1.357 1.386 0.6 -0.5 -0.1
H -0.978 1.798 0.316 -0.4 -0.5 -0.5
H 1.628 0.464 -0.292 0.5 0.0 -0.6
H 0.032 2.244 -2.241 0.2 0.1 -0.1
H 1.547 1.376 -2.735 0.5 -0.2 0.3
H -2.445 1.212 -1.460 -0.4 0.0 -0.2
H -1.715 2.522 -1.423 -0.3 0.4 0.0
O -2.550 2.140 -1.710 0.4 -0.4 0.1
H 2.261 -2.780 -1.302 0.2 0.2 -0.1
H 2.759 -1.431 -0.661 0.2 -0.2 -0.6
O 2.547 -2.351 -0.489 -0.2 0.1 0.4
H 2.422 -1.592 1.600 -0.3 -0.6 -0.2
H 1.120 -2.396 2.005 0.3 -0.2 -0.4
O 1.943 -2.016 2.316 0.0 0.5 0.9
```
Positions in Å, forces in eV/Å.

Properties
E_HOMO (spin up / spin down): -14.38 / -14.38 eV
Gap between HOMO and LUMO (spin up / spin down): 9.007 / 5.007 eV
Charge: +1
ΔE to the lowest compared entry with this formula, charge and spin: 1.939 eV
Multiplicity: 2
⟨S²⟩: 0.753

---

# 2
DFT (the ωB97M-V functional and the def2-TZVPD basis) results for 3 unconnected molecules or ions with the total composition C24H48N2O9P.

The geometry in XYZ format:
```
84
Properties=species:S:1:pos:R:3:forces:R:3
C -0.303 -0.385 2.153 -0.1 0.0 0.8
C 0.092 -0.785 0.961 0.2 1.0 -0.6
C -0.682 -0.474 -0.314 -0.2 -3.1 0.5
C -1.049 -1.852 -0.952 -0.3 0.9 -0.2
C 0.148 -2.574 -1.536 -0.2 -0.4 1.5
O 0.133 -2.841 -2.684 0.1 -0.3 -2.6
N 1.251 -2.954 -0.716 0.2 0.1 0.4
C 2.527 -2.398 -1.194 -0.3 0.7 0.6
C 1.287 -4.402 -0.464 -0.3 0.4 0.3
C 0.206 0.223 -1.356 0.0 -0.1 -0.4
N 0.064 1.725 -1.383 0.5 -1.0 0.8
C -0.487 2.202 -0.070 -0.6 0.9 0.0
C -0.493 3.744 -0.066 0.7 0.2 0.3
C 0.297 4.251 1.170 -0.2 -1.0 -0.5
C 1.799 4.180 0.853 0.2 0.5 0.7
C 2.699 3.920 2.089 0.1 0.1 0.2
O 2.020 4.030 3.333 0.0 0.2 -0.1
C -1.862 1.585 0.074 -1.1 0.6 0.1
P -2.679 2.008 1.724 0.4 -0.3 1.6
C -4.208 0.952 1.658 0.6 0.4 -1.5
C -3.315 3.750 1.664 0.1 -0.5 -0.4
O -1.913 0.158 -0.061 0.4 0.7 -0.3
H 0.477 -0.033 2.816 -0.1 -1.2 0.9
H -1.332 -0.402 2.474 -0.2 1.2 -0.2
H 1.026 -1.336 0.921 0.5 0.9 -0.7
H -1.627 -2.474 -0.270 0.3 0.1 0.4
H -1.714 -1.615 -1.780 0.0 -0.2 -0.2
H 2.801 -1.576 -0.517 0.2 0.0 0.0
H 2.442 -1.957 -2.187 0.2 -0.4 -0.2
H 3.337 -3.114 -1.131 0.0 -0.2 -0.3
H 0.405 -4.663 0.120 -0.1 -0.2 -0.2
H 2.130 -4.595 0.190 0.2 -0.1 -0.1
H 1.350 -4.988 -1.384 0.0 -0.1 0.0
H -0.011 -0.132 -2.362 -0.2 0.0 0.0
H 1.246 -0.029 -1.161 0.1 0.2 0.1
H 1.000 2.117 -1.481 -0.2 0.3 -0.4
H -0.548 1.998 -2.152 0.1 0.3 0.0
H 0.201 1.883 0.709 0.1 -0.4 -0.1
H 0.077 4.074 -0.940 -0.3 0.2 -0.2
H -1.487 4.175 -0.135 -0.1 -0.1 0.0
H 0.065 3.564 1.986 0.0 0.2 0.2
H -0.026 5.239 1.481 0.1 0.1 -0.1
H 2.022 3.405 0.112 -0.1 0.0 0.0
H 2.100 5.133 0.413 0.0 -0.1 -0.2
H 3.119 2.916 2.042 -0.1 -0.1 0.1
H 3.549 4.603 2.107 0.1 0.0 -0.3
H 2.015 4.965 3.577 0.0 -0.2 0.1
H -2.504 2.028 -0.708 0.2 -0.2 -0.2
H -4.482 0.864 0.602 -0.4 0.0 0.1
H -3.995 -0.060 1.980 0.0 0.0 0.4
H -5.032 1.408 2.195 0.1 0.0 0.2
H -4.252 3.771 2.216 -0.1 -0.1 -0.1
H -3.465 4.143 0.659 -0.2 0.1 0.0
H -2.629 4.384 2.218 0.2 0.1 -0.1
C -4.095 -3.557 -2.238 0.1 -0.1 0.3
C -5.549 -3.540 -2.661 0.3 0.3 -0.2
O -6.306 -4.547 -1.982 -0.1 0.0 0.0
C -6.615 -4.275 -0.712 0.0 0.0 0.0
O -6.327 -3.267 -0.113 0.0 -0.1 -0.1
O -7.288 -5.313 -0.218 0.0 0.1 -0.1
C -7.617 -5.200 1.169 -0.1 -0.1 0.3
H -3.668 -4.552 -2.371 0.0 0.0 -0.2
H -3.518 -2.842 -2.828 0.0 0.0 -0.1
H -3.988 -3.300 -1.184 -0.1 0.1 0.0
H -5.626 -3.770 -3.723 -0.1 -0.2 0.1
H -6.001 -2.560 -2.507 0.0 -0.1 0.2
H -8.142 -4.270 1.375 0.1 0.1 0.0
H -6.712 -5.267 1.773 0.0 0.1 0.0
H -8.267 -6.035 1.412 0.0 -0.1 -0.2
C 8.479 1.593 -1.326 0.0 -0.1 0.3
C 7.060 1.528 -1.848 0.4 0.3 -0.2
O 6.290 0.519 -1.169 -0.2 0.0 0.0
C 5.875 0.834 0.056 0.3 0.0 -0.1
O 6.063 1.878 0.628 -0.2 -0.1 -0.1
O 5.213 -0.219 0.553 -0.1 0.1 -0.1
C 4.786 -0.054 1.908 -0.1 -0.1 0.2
H 8.950 0.610 -1.379 0.0 0.0 -0.1
H 9.068 2.299 -1.911 0.0 0.0 0.0
H 8.503 1.908 -0.284 0.0 0.1 0.0
H 7.067 1.240 -2.898 -0.2 -0.2 0.1
H 6.560 2.494 -1.777 0.0 -0.1 0.2
H 4.209 0.861 2.034 0.1 0.1 0.0
H 5.647 -0.051 2.574 0.0 0.1 0.0
H 4.156 -0.906 2.150 0.1 -0.1 -0.2
```
Positions in Å, forces in eV/Å.

Properties
E_HOMO: -10.86 eV
Gap between HOMO and LUMO: 7.911 eV
Charge: +1
ΔE to the lowest compared entry with this formula, charge and spin: 2.217 eV

---

# 3
DFT (the ωB97M-V functional and the def2-TZVPD basis) results for a single C7H9NO3 molecule.

The geometry in XYZ format:
```
20
Properties=species:S:1:pos:R:3:forces:R:3
C 0.066 -2.051 1.214 -0.7 0.7 -2.4
C 0.646 -2.257 -0.112 -0.6 1.5 2.4
C -0.504 -0.797 1.352 -1.3 0.8 2.8
C -0.289 -3.164 2.011 1.6 -1.4 1.3
C 0.634 -0.874 -0.812 -0.6 0.2 -0.7
C 0.705 1.228 0.686 -1.9 -1.6 1.9
C -1.355 0.593 -0.495 -0.6 3.2 0.2
N -0.146 0.057 0.096 1.9 0.7 0.0
O -0.822 -3.145 3.093 -0.8 0.2 0.4
O 1.200 -3.254 -0.460 0.6 -0.8 -1.6
O -1.134 -0.232 2.246 1.0 -0.6 -2.0
H 0.183 -4.114 1.673 -0.5 0.1 -0.4
H 1.665 -0.571 -0.931 0.2 0.4 0.1
H 0.154 -0.787 -1.801 0.3 -0.6 0.4
H 0.942 1.989 0.004 0.4 0.6 -1.4
H 0.067 1.704 1.515 1.0 -1.0 -1.1
H 1.546 0.686 1.100 0.4 0.5 0.2
H -1.491 1.623 -0.002 -0.7 -1.9 -0.5
H -1.341 0.844 -1.539 1.2 0.0 -0.7
H -2.188 -0.058 -0.496 -0.8 -0.7 1.1
```
Positions in Å, forces in eV/Å.

Properties
E_HOMO: -8.82 eV
Gap between HOMO and LUMO: 8.992 eV
ΔE to the lowest compared entry with this formula, charge and spin: 1.651 eV

---

# 4
DFT (the ωB97M-V functional and the def2-TZVPD basis) results for a molecular structure, C3H10AuN3O2PS.

The geometry in XYZ format:
```
21
Properties=species:S:1:pos:R:3:forces:R:3
Au -2.210 -0.337 -0.960 0.3 0.0 -0.4
N 0.824 1.234 -1.542 -0.3 0.1 -0.3
C 0.994 -0.127 -0.948 -0.2 -0.2 0.4
P 0.107 -0.033 0.693 0.4 -0.3 0.5
O 0.049 1.421 0.968 0.1 0.2 0.0
O -1.123 -0.912 0.903 0.0 0.0 -0.4
C 1.269 -0.912 1.876 -0.2 0.3 -0.3
N 0.398 -1.239 3.055 -0.3 0.1 -0.3
H 0.562 1.853 -0.741 0.0 0.0 0.0
H 0.030 1.261 -2.224 0.1 -0.1 0.2
H 1.666 1.588 -1.988 0.0 0.0 -0.1
H 2.052 -0.305 -0.756 0.0 0.1 -0.1
H 0.610 -0.906 -1.601 0.0 0.1 -0.1
H 2.111 -0.294 2.177 0.0 0.0 0.1
H 1.630 -1.841 1.438 -0.1 -0.1 0.1
H -0.537 -1.452 2.638 0.2 -0.1 0.2
H 0.275 -0.420 3.653 0.0 0.0 0.1
H 0.730 -2.016 3.623 0.1 0.0 0.0
S -1.948 0.265 -3.177 0.0 -0.4 0.4
C -3.282 1.258 -3.435 -0.3 0.3 -0.1
N -4.205 1.913 -3.651 0.1 0.0 0.0
```
Positions in Å, forces in eV/Å.

Properties
E_HOMO: -11.91 eV
Gap between HOMO and LUMO: 8.296 eV
Charge: +1